# 1
13
Properties=species:S:1:pos:R:3:forces:R:3 method="wB97M-V/def2-TZVPD" largest_force_ev_per_a=2.02 homo_energy_ha=-0.3574 e_above_lowest_kcal_mol=60.20 orbital_gap_ha=0.3993 e_tot_ev=-5754.9128
O 1.083831 0.445088 0.158545 -0.41 0.39 0.54
N 1.094392 -2.174310 -0.894373 0.09 0.07 -0.65
C -0.007633 0.903250 1.004397 1.42 0.65 -1.28
C -0.199524 0.618389 -0.431348 0.11 -0.68 1.22
H 1.790267 -2.900836 -0.987426 0.05 -0.01 0.03
H -2.762940 1.872898 0.234931 0.37 -0.13 0.09
H -0.331926 0.250930 1.751845 -0.57 -1.55 0.73
H -0.685001 -0.336331 -0.622079 -0.11 0.24 -0.38
H 0.156822 1.862712 1.457981 -0.04 0.74 -0.54
H -0.289545 1.385612 -1.170782 -0.03 0.42 -0.24
H 0.653829 -2.275337 -0.004257 -0.25 -0.30 0.62
H 1.553427 -1.274129 -0.838215 0.22 -0.17 -0.09
H -2.055999 1.622062 0.340781 -0.86 0.32 -0.07


# 2
13
Properties=species:S:1:pos:R:3:forces:R:3 method="wB97M-V/def2-TZVPD" largest_force_ev_per_a=3.45 homo_energy_ha=-0.3623 e_above_lowest_kcal_mol=44.40 orbital_gap_ha=0.3926 e_tot_ev=-5755.5978
O -1.025651 -1.134589 -0.872191 1.12 -1.16 1.59
N 0.690047 3.078260 2.273528 3.25 0.25 1.12
C -0.497545 -1.189856 -2.229913 -1.87 2.82 0.43
C -0.212708 -1.431783 0.357769 1.77 -1.83 -1.02
H 0.017565 -0.185550 -2.345943 -0.29 -1.31 -0.50
H 0.136462 -0.589960 0.981069 -0.45 0.38 -0.98
H -1.435234 -1.216365 -2.915302 1.52 0.21 1.29
H -0.765288 -2.071654 1.072463 -0.40 0.36 -0.83
H 0.230800 3.559675 1.583012 -1.86 1.07 -1.77
H 0.282691 2.201060 2.503783 0.04 -0.64 -0.23
H 0.788740 -2.084543 0.211358 -2.18 1.47 -0.43
H 0.107213 -2.001512 -2.550242 0.78 -0.93 0.44
H 1.682907 3.066816 1.930609 -1.43 -0.69 0.88


# 3
13
Properties=species:S:1:pos:R:3:forces:R:3 method="wB97M-V/def2-TZVPD" largest_force_ev_per_a=1.98 homo_energy_ha=-0.3337 e_above_lowest_kcal_mol=8.44 orbital_gap_ha=0.3710 e_tot_ev=-5757.1571
O 2.185574 -3.996601 -1.953263 -0.98 -1.61 -0.62
N 0.339981 0.919629 1.592372 0.32 -0.23 -0.13
C -0.857277 1.654820 -0.464568 0.48 -0.52 0.42
C -0.953218 1.103614 0.958121 -0.60 0.64 -0.20
H -1.755679 1.460083 -1.046318 -0.09 -0.01 0.07
H 0.221431 0.419346 2.461922 0.14 0.07 0.08
H -1.458681 0.144841 0.899281 0.07 -0.26 0.16
H -0.023675 1.102928 -0.897988 0.04 0.27 -0.46
H -0.670102 2.724821 -0.474005 0.20 0.09 -0.06
H -1.597751 1.766515 1.536174 -0.29 0.05 0.19
H 2.198737 -4.458534 -2.811677 0.68 0.81 -0.12
H 0.834921 1.786281 1.783957 -0.28 -0.10 -0.06
H 1.535738 -4.627745 -1.584008 0.29 0.79 0.74


# 4
13
Properties=species:S:1:pos:R:3:forces:R:3 method="wB97M-V/def2-TZVPD" largest_force_ev_per_a=2.18 homo_energy_ha=-0.3599 e_above_lowest_kcal_mol=57.07 orbital_gap_ha=0.4047 e_tot_ev=-5755.0485
O 0.331082 -0.819686 -0.696688 -0.47 0.33 0.31
N -2.294192 0.629361 -0.124282 0.52 0.35 -0.12
C 1.003211 -0.629187 0.586979 -0.82 -0.24 -0.84
C 0.928545 0.425235 -0.423022 2.18 -0.07 0.10
H 1.912914 -1.222619 0.639057 -0.22 0.13 0.44
H -2.508879 1.172388 -0.949942 -0.43 0.11 0.08
H 0.460892 1.372120 -0.249563 -1.30 -0.02 0.04
H -1.522912 0.043987 -0.426903 -0.15 -0.40 0.23
H 0.264780 -0.597069 1.390894 0.59 -0.11 0.06
H -3.084014 0.055936 0.128148 -0.08 -0.09 -0.17
H 1.843633 0.579197 -0.982832 0.14 -0.04 -0.19
H 2.216105 1.296426 2.463210 0.04 -0.10 0.05
H 2.359594 0.584063 2.624171 0.01 0.14 0.02